# C27H33N5O3

2 unconnected molecules or ions with the total composition C27H33N5O3 at a distorted geometry (ωB97M-V/def2-TZVPD, the Open Molecules 2025 dataset).

Geometry as XYZ:
```
68
Properties=species:S:1:pos:R:3:lowdin_charge:R:1
O -1.63 1.96 -0.28 0.0479
O -2.81 8.67 5.22 0.0579
O 0.67 5.40 5.63 0.0347
N -1.05 6.50 4.77 0.1244
N 1.46 -4.08 -3.55 0.0243
N 3.04 -5.53 -4.25 0.1044
N 4.00 -8.88 -2.81 0.1143
N -2.80 9.27 3.10 0.0306
C -0.15 0.10 -4.06 -0.1177
C 2.10 -5.28 -3.34 -0.3508
C -2.38 4.20 0.17 -0.0098
C 1.76 -9.82 0.57 -0.0937
C 0.10 5.84 4.64 -0.5501
C 3.48 -7.62 -3.15 -0.1856
C 1.61 -8.63 -0.16 -0.0098
C -2.29 3.63 2.93 -0.0261
C -0.22 -2.29 -3.26 -0.2123
C 0.73 5.64 3.27 0.0128
C 3.72 -6.69 -4.16 -0.0611
C -2.53 8.39 4.06 -0.4635
C -1.94 7.01 3.72 -0.2024
C 2.70 -10.78 0.18 -0.0866
C -2.74 5.18 1.10 -0.0317
C 1.79 -6.15 -2.29 0.0529
C 3.51 -10.56 -0.94 -0.0186
C -2.70 4.90 2.48 -0.2404
C 2.50 -7.33 -2.21 -0.1225
C -1.93 2.64 2.00 0.0040
C 0.68 -1.08 -3.56 -0.2710
C 2.43 -8.44 -1.27 -0.1243
C -3.07 6.00 3.46 -0.0912
C -1.97 2.92 0.62 -0.3123
C 3.37 -9.38 -1.67 -0.1954
C -2.61 9.13 1.66 -0.0607
C 0.54 -3.44 -2.60 -0.2083
H -0.68 -2.64 -4.19 0.1178
H 1.02 -5.92 -1.56 0.1010
H -0.88 0.40 -3.30 0.0608
H -1.35 6.65 5.73 0.1531
H -1.37 7.12 2.80 0.1200
H 1.89 -3.52 -4.28 0.1212
H -2.77 10.10 1.17 0.0888
H -3.06 6.16 0.76 0.0945
H 1.13 -9.99 1.45 0.0949
H -1.59 8.80 1.44 0.0843
H 0.89 -7.87 0.13 0.1090
H -1.75 2.25 -1.18 0.0944
H 0.98 6.61 2.85 0.0826
H 4.24 -11.31 -1.24 0.1030
H -3.39 5.55 4.41 0.1300
H -3.93 6.52 3.05 0.1209
H -3.33 8.42 1.26 0.0691
H -1.62 1.66 2.33 0.1132
H 4.73 -9.36 -3.32 0.1596
H 0.05 5.11 2.62 0.0613
H -2.24 3.42 3.99 0.1183
H -1.02 -1.97 -2.59 0.1120
H -0.20 -4.17 -2.25 0.1092
H -0.69 -0.17 -4.98 0.0749
H 1.10 -3.07 -1.73 0.1191
H 1.43 -1.35 -4.31 0.1007
H 4.49 -6.90 -4.90 0.1055
H 1.64 5.06 3.39 0.0877
H -3.20 10.14 3.44 0.1460
H 2.81 -11.70 0.76 0.0989
H 0.50 0.95 -4.27 0.0692
H -2.42 4.41 -0.89 0.1061
H 1.21 -0.78 -2.65 0.1106
```

Values from the calculation:
HOMO energy   -7.24 eV
Charge   0
Multiplicity   1
SMILES string   CNC(=O)[C@H](Cc1ccc(O)cc1)NC(C)=O.CCCCNc1cc2c(cn1)[nH]c1ccccc12
Energy above the lowest of the compared OMol25 structures with the same formula, charge and spin   70.17 kJ/mol
Lowest unoccupied orbital energy   0.4 eV

***

# C27H33N5OPt

A molecular structure, C27H33N5OPt (ωB97M-V/def2-TZVPD, the Open Molecules 2025 dataset).

Geometry as XYZ:
```
67
Properties=species:S:1:pos:R:3:lowdin_charge:R:1
Pt -0.45 -0.70 0.73 1.2020
O -1.14 -0.58 3.37 0.1010
N -0.38 1.03 -0.72 0.0262
N -2.17 -0.92 -0.34 -0.0448
N 1.46 -0.81 1.53 -0.1265
N -1.24 0.02 2.42 -0.0236
N 3.29 -3.66 4.88 0.2209
C 2.50 -0.24 0.90 -0.0964
C 2.17 -0.60 -2.70 -0.0435
C -1.41 1.03 -1.51 -0.0226
C 4.06 -1.42 2.27 0.0557
C -4.23 -4.05 -0.19 -0.0313
C -3.27 -3.04 0.44 -0.5361
C 0.05 3.18 1.19 -0.3757
C 2.01 3.79 -0.26 -0.0060
C 0.71 1.92 -0.95 -0.2006
C -1.90 -3.71 0.65 -0.0307
C 0.71 2.67 2.48 -0.0569
C 3.81 -0.53 1.24 0.0177
C 0.95 2.94 -0.02 -0.1390
C -3.85 -2.58 1.79 -0.0035
C 1.49 1.73 -2.11 -0.1409
C 3.15 -2.92 4.02 -0.1485
C -3.14 -1.84 -0.44 -0.1489
C 2.97 -1.99 2.94 -0.1666
C -0.33 4.65 1.35 -0.0506
C -4.04 -1.45 -1.52 0.0755
C 2.56 2.60 -2.28 -0.0083
C 1.69 -1.66 2.54 -0.0647
C -2.38 0.02 -1.34 -0.1894
C 2.82 3.62 -1.38 -0.0172
C -3.56 -0.30 -2.07 0.0531
C 1.57 1.00 -4.54 -0.0522
C 1.29 0.59 -3.09 -0.3732
H -5.25 -3.66 -0.25 0.0960
H 2.21 4.61 0.41 0.1253
H -3.16 -1.92 2.32 0.0537
H -4.79 -2.05 1.66 0.1053
H 1.65 3.19 2.64 0.0965
H 2.06 -1.41 -3.42 0.0930
H 0.52 5.24 1.71 0.0852
H 1.20 0.23 -5.22 0.0907
H -0.89 2.63 1.02 0.1117
H 0.07 2.88 3.34 0.0923
H -1.18 -3.04 1.13 0.0287
H 3.65 4.29 -1.55 0.1238
H -0.67 5.09 0.41 0.0938
H 1.90 -1.00 -1.71 0.0511
H -1.48 -4.07 -0.29 0.1037
H -4.91 -2.00 -1.83 0.1327
H -4.03 -3.45 2.41 0.1090
H 5.07 -1.67 2.57 0.1475
H 1.08 1.94 -4.80 0.0937
H -4.26 -4.95 0.43 0.1039
H -1.52 1.79 -2.28 0.1728
H -2.02 -4.56 1.32 0.1074
H 3.22 -0.31 -2.67 0.0960
H 0.26 0.24 -3.06 0.1090
H 0.92 1.61 2.45 0.0323
H -3.96 0.26 -2.90 0.1386
H 0.83 -2.08 3.05 0.1199
H 3.20 2.49 -3.15 0.1228
H 2.27 0.48 0.13 0.0955
H -3.91 -4.35 -1.19 0.1036
H 2.64 1.11 -4.73 0.0848
H -1.13 4.75 2.08 0.0909
H 4.62 -0.06 0.71 0.1343
```

Values from the calculation:
HOMO energy (alpha / beta)   -14.58 / -14.66 eV
Charge   +2
Multiplicity   3
Energy above the lowest of the compared OMol25 structures with the same formula, charge and spin   0.00 kJ/mol
Lowest unoccupied orbital energy (alpha / beta)   -7.7 / -9.2 eV

***

# C27H33N7O4PdS

A molecular structure, C27H33N7O4PdS at a distorted geometry (ωB97M-V/def2-TZVPD, the Open Molecules 2025 dataset).

Geometry as XYZ:
```
73
Properties=species:S:1:pos:R:3:lowdin_charge:R:1
Pd -0.86 0.35 1.10 0.4992
S 2.32 0.58 -4.57 0.6772
O -1.76 2.12 -4.83 0.1063
O 1.19 1.23 -5.15 -0.2820
O 3.58 0.67 -5.26 -0.3052
O -1.43 0.18 -5.72 0.0697
N -0.73 0.27 -1.34 0.0909
N -1.96 -1.74 1.53 0.0602
N -0.46 -0.67 3.51 -0.2062
N -1.37 0.97 -4.79 -0.3597
N -0.21 -0.65 -3.28 0.0396
N 1.41 0.21 1.77 0.0649
N -3.04 1.39 1.76 0.0757
C -1.44 3.30 0.52 -0.1135
C -1.01 2.68 1.69 -0.1055
C -0.92 0.51 -3.54 -0.1684
C 4.05 0.73 2.39 -0.0660
C -0.57 -2.12 3.49 -0.1354
C -2.76 -2.14 0.55 -0.1335
C -1.90 -3.96 2.36 -0.0254
C -1.64 -0.05 4.12 -0.1899
C 2.57 1.21 -2.88 -0.2860
C 2.94 2.67 -3.01 -0.1079
C 3.60 0.87 1.09 -0.0609
C 1.83 0.11 3.02 -0.2406
C 2.27 0.60 0.83 -0.1338
C -2.72 -4.39 1.33 -0.0708
C 1.94 -1.21 -4.37 -0.1697
C -2.69 2.97 0.00 -0.1466
C 0.44 -1.47 -4.27 -0.1392
C -0.12 -0.74 -1.93 -0.3482
C -3.41 1.96 0.62 -0.1949
C -3.15 -3.45 0.40 -0.0648
C -1.22 1.06 -2.31 -0.0124
C 0.49 -1.85 -1.16 0.0011
C -1.89 1.77 2.34 -0.4342
C 0.80 -0.23 4.08 -0.1307
C 3.15 0.36 3.37 -0.0227
C -1.53 -2.62 2.42 -0.2567
C -1.73 1.45 3.81 -0.1230
H -1.78 1.95 -2.11 0.0995
H 1.85 0.70 -0.17 0.0774
H 0.63 0.67 4.67 0.1222
H 1.64 1.09 -2.34 0.0650
H 0.41 -2.53 3.24 0.1339
H -1.64 -0.20 5.22 0.1238
H -2.52 -0.53 3.69 0.1132
H -3.01 -5.42 1.25 0.1044
H 2.36 -1.70 -5.25 0.1085
H 4.26 1.18 0.29 0.0970
H -2.60 1.85 4.33 0.1197
H 5.09 0.91 2.63 0.1055
H 2.14 3.19 -3.53 0.0838
H 0.26 -2.52 -4.03 0.1378
H -3.78 -3.75 -0.42 0.0996
H 1.55 -1.98 -1.36 0.0770
H -1.54 -4.67 3.10 0.1110
H 3.47 0.25 4.40 0.1120
H 3.36 0.62 -2.43 0.0997
H -0.01 -2.79 -1.38 0.0892
H 2.49 -1.54 -3.48 0.0880
H -0.85 1.97 4.19 0.0974
H -3.10 -1.36 -0.12 0.1045
H -0.83 4.05 0.04 0.0992
H 3.85 2.77 -3.58 0.0792
H 1.22 -0.98 4.78 0.1287
H -4.35 1.61 0.21 0.0973
H 3.08 3.13 -2.03 0.0800
H -0.02 -1.23 -5.23 0.1144
H -0.87 -2.53 4.47 0.1333
H -0.10 3.00 2.19 0.1026
H 0.35 -1.62 -0.10 0.0518
H -3.08 3.48 -0.87 0.0923
```

Values from the calculation:
HOMO energy   -5.82 eV
Charge   0
Multiplicity   1
Lowest unoccupied orbital energy   -0.2 eV

***

# C27H34Br2ClGe2MnN2

A molecular structure, C27H34Br2ClGe2MnN2 at a distorted geometry (ωB97M-V/def2-TZVPD, the Open Molecules 2025 dataset).

Geometry as XYZ:
```
69
Properties=species:S:1:pos:R:3:lowdin_charge:R:1
Br -6.95 -2.83 -3.10 0.8504
Br -4.73 4.57 -2.29 0.8506
Ge 1.91 -0.05 -1.68 0.8770
Ge -0.50 -0.29 1.15 0.9610
Mn -0.62 -0.76 -1.45 0.6285
Cl 1.65 -3.19 -0.63 0.5749
N -1.82 0.99 -1.91 0.0197
N -2.59 -1.56 -2.19 0.0471
C -1.13 -1.92 2.07 -0.3678
C 3.46 0.74 2.67 -0.0356
C 4.50 -1.32 -2.04 -0.1684
C -4.87 -0.99 -2.57 -0.0390
C -2.20 3.35 -1.91 -0.0658
C -1.00 -2.12 3.58 -0.1583
C 1.98 0.52 5.01 -0.0612
C 1.40 0.22 3.78 -0.0746
C -1.49 1.32 1.71 -0.3825
C 2.08 1.89 -2.03 -0.3750
C 3.58 2.25 -2.01 -0.1581
C 0.18 -2.66 -1.45 -0.7401
C -5.18 -2.33 -2.75 -0.6653
C -1.39 2.25 -1.80 -0.1034
C 4.04 1.03 3.89 -0.0684
C -4.18 -3.28 -2.66 -0.0671
C 3.19 -1.03 -2.79 -0.3747
C 3.31 0.92 5.07 -0.0731
C -1.47 1.78 3.17 -0.1577
C -3.56 -0.64 -2.31 -0.1852
C 1.53 -0.02 1.27 -0.3055
C -3.13 0.78 -2.15 -0.1838
C -4.02 1.84 -2.27 -0.0399
C -2.91 -2.84 -2.38 -0.0894
C 2.13 0.30 2.60 -0.2271
C 2.29 -0.22 0.19 -0.3252
C -3.55 3.13 -2.14 -0.6639
H 4.98 -0.41 -1.69 0.0608
H 0.24 -2.97 -2.49 0.0079
H 3.35 -0.44 -3.70 0.0633
H -4.38 -4.33 -2.81 0.1194
H -2.13 2.64 3.31 0.0724
H -2.11 -3.56 -2.30 0.1071
H -1.80 1.00 3.85 0.0591
H 3.70 3.32 -2.19 0.0759
H -5.07 1.68 -2.46 0.1073
H -1.14 2.13 1.06 0.0397
H 4.03 0.87 1.76 0.1008
H 0.04 -2.22 3.89 0.0671
H 0.37 -0.08 3.75 0.0482
H 4.03 2.01 -1.05 0.0656
H 3.77 1.15 6.02 0.1072
H 3.35 -0.42 0.34 0.0596
H 1.39 0.44 5.91 0.1109
H -0.47 2.09 3.49 0.0604
H 5.19 -1.83 -2.71 0.0770
H -0.65 -3.16 -0.95 -0.0144
H -0.65 -2.75 1.54 0.0377
H 4.13 1.73 -2.79 0.0631
H -0.33 2.38 -1.60 0.0780
H -2.18 -1.97 1.78 0.0541
H 4.33 -1.96 -1.18 0.0491
H -1.52 -3.04 3.87 0.0761
H -1.44 -1.30 4.15 0.0580
H -5.65 -0.25 -2.65 0.1073
H 5.07 1.36 3.92 0.1081
H 1.57 2.42 -1.23 0.0442
H 1.63 2.16 -2.99 0.0609
H -2.53 1.13 1.40 0.0520
H -1.80 4.35 -1.81 0.1210
H 2.72 -1.96 -3.10 0.0418
```

Values from the calculation:
HOMO energy (alpha / beta)   -9.70 / -10.40 eV
Charge   +1
Multiplicity   6
Energy above the lowest of the compared OMol25 structures with the same formula, charge and spin   252.49 kJ/mol
Lowest unoccupied orbital energy (alpha / beta)   -3.8 / -4.9 eV

***

# C27H34BrIN7O4S

2 unconnected molecules or ions with the total composition C27H34BrIN7O4S at a distorted geometry (ωB97M-V/def2-TZVPD, the Open Molecules 2025 dataset).

Geometry as XYZ:
```
75
Properties=species:S:1:pos:R:3:lowdin_charge:R:1
I -0.62 -2.10 1.04 1.0534
Br -2.75 -1.70 -5.14 0.7806
S -1.48 5.67 1.31 0.6704
O 0.89 -2.00 4.23 -0.0152
O -0.63 -3.19 -4.20 -0.0939
O 2.72 0.34 -3.80 -0.1960
O 2.37 -1.15 5.60 0.0776
N -1.47 -0.47 -1.63 -0.1936
N -2.23 3.04 -0.11 -0.0031
N 2.03 -1.95 4.73 -0.3164
N -5.13 -0.52 -1.00 -0.0251
N -1.28 2.05 -0.06 -0.2227
N 1.32 3.02 0.10 0.0341
N -3.34 -1.13 3.35 0.0647
C 1.10 4.05 -2.51 0.0075
C 3.09 5.02 -0.82 -0.0263
C 2.46 3.97 0.27 -0.0896
C -0.63 1.97 -1.36 -0.2012
C -1.60 0.85 0.71 -0.2706
C 5.26 -3.82 4.33 -0.0566
C 2.69 -3.82 3.24 -0.0091
C -1.90 4.14 0.66 -0.4893
C -1.69 -0.58 -0.13 -0.5536
C -2.70 0.06 3.13 -0.3411
C 1.30 0.25 -4.45 -0.0852
C -0.10 0.78 -3.51 -0.0676
C -1.29 -1.87 -2.15 -0.1670
C -2.80 0.09 -2.13 -0.1346
C 2.11 -1.20 -3.95 -0.0492
C 3.02 -2.92 4.25 -0.1412
C -4.12 -0.85 -2.12 -0.2436
C 4.31 -2.92 4.80 0.0066
C -1.48 -2.24 -3.70 -0.5626
C 0.66 3.02 -1.26 -0.1103
C 4.93 -4.72 3.31 -0.0630
C -1.62 0.69 4.24 -0.0670
C 1.09 0.08 -1.10 -0.0586
C -0.26 0.46 -2.00 -0.2632
C -2.90 1.00 1.76 -0.0772
C 2.36 5.08 -2.30 -0.0247
C 3.65 -4.72 2.77 -0.0629
H 2.99 3.97 1.34 0.1148
H 2.69 5.78 -3.19 0.0998
H -2.01 0.62 5.35 0.0980
H 1.20 0.43 -5.70 0.1940
H 2.05 0.70 -1.39 0.1162
H -2.01 -2.63 -1.57 0.1481
H 5.68 -5.42 2.94 0.1128
H -1.36 2.48 -2.16 0.1538
H 0.54 4.04 -3.55 0.0857
H 1.42 -1.04 -1.19 0.0654
H -2.76 0.53 -3.23 0.1219
H -0.68 0.67 1.47 0.1093
H -1.44 1.85 3.99 0.0866
H -0.04 1.94 -3.80 0.1225
H 2.77 -1.35 -3.01 0.1385
H -3.00 2.09 2.20 0.1166
H 4.02 5.73 -0.61 0.1018
H 1.14 -1.46 -3.39 -0.0047
H -3.91 0.62 1.25 0.1098
H -2.80 -0.92 0.16 0.0953
H -5.17 0.50 -0.82 0.0725
H -3.19 1.04 -1.51 0.1532
H 0.98 0.29 0.05 0.0749
H -0.58 0.15 4.11 0.0672
H 3.40 -5.42 1.98 0.1106
H 4.59 -2.22 5.60 0.1225
H -0.20 -2.27 -1.88 0.1257
H -0.91 0.39 -4.29 0.0965
H 1.69 -3.84 2.80 0.0877
H -2.98 -1.46 4.29 0.0623
H -4.76 -0.63 -3.11 0.1249
H -4.95 -1.10 -0.16 0.0673
H -4.00 -2.00 -2.09 0.1211
H 6.27 -3.83 4.75 0.1137
```

Values from the calculation:
HOMO energy   -11.04 eV
Charge   +1
Multiplicity   1
Lowest unoccupied orbital energy   -3.7 eV

***

# C27H34ErN9O3

A molecular structure, C27H34ErN9O3 (ωB97M-V/def2-TZVPD, the Open Molecules 2025 dataset).

Geometry as XYZ:
```
74
Properties=species:S:1:pos:R:3:lowdin_charge:R:1
Er 0.04 0.46 0.06 1.4498
O 0.94 -1.61 0.52 -0.0973
O 0.35 -0.41 -2.07 -0.0975
O -1.38 -1.70 -0.60 -0.1756
N 0.12 -1.67 -3.92 -0.1101
N -0.67 4.61 1.83 0.0736
N -3.39 3.36 -2.87 0.1304
N -0.25 2.79 0.75 0.0296
N -1.49 4.66 0.75 0.1689
N 0.68 -3.39 1.87 -0.0992
N 4.59 1.96 0.15 -0.1728
N -1.64 1.77 -1.38 0.0592
N 2.26 1.26 -0.21 0.1121
C 3.36 1.59 -0.03 -0.2230
C -2.85 -0.47 3.61 -0.0710
C -2.75 3.84 -1.81 -0.0272
C -0.49 -2.79 -4.65 0.0039
C 0.06 0.20 5.83 -0.0204
C -1.89 3.05 -1.06 -0.1714
C 1.13 -0.89 -4.63 0.0119
C -0.15 -4.44 2.47 0.0096
C -3.16 2.09 -3.18 -0.0716
C -0.93 0.11 2.19 -0.2308
C 1.37 0.55 5.75 -0.0687
C 1.98 -3.19 2.51 0.0132
C 0.24 -2.55 0.95 -0.3898
C 1.22 0.61 3.34 -0.0982
C 0.06 3.50 1.83 -0.0942
C -2.25 -0.25 2.34 -0.1624
C -2.10 -0.33 4.74 -0.0286
C -0.73 0.04 4.66 -0.1662
C 5.05 3.25 -0.38 0.0045
C -0.16 0.26 3.39 -0.2190
C -1.18 -2.67 0.42 -0.0860
C 5.56 1.06 0.80 0.0039
C -1.20 3.54 0.14 -0.3075
C -0.19 -1.37 -2.67 -0.4101
C -2.28 1.30 -2.45 -0.0725
C 1.97 0.76 4.48 -0.0808
C -1.23 -2.19 -1.92 -0.0886
H 5.82 3.08 -1.14 0.1020
H -0.68 5.35 2.51 0.1789
H 1.83 -2.87 3.54 0.1076
H -0.83 -2.43 -5.62 0.1095
H 1.96 0.67 6.65 0.1100
H 1.83 -0.47 -3.92 0.0943
H -1.04 -4.62 1.88 0.0874
H -3.68 1.68 -4.03 0.1237
H 5.04 0.18 1.16 0.0949
H -2.19 -2.13 -2.44 0.1482
H 3.02 1.03 4.42 0.1028
H 0.25 -3.57 -4.80 0.1110
H -2.54 -0.49 5.72 0.1182
H 4.21 3.77 -0.83 0.0983
H 2.53 -4.12 2.49 0.1040
H -0.92 -3.23 -1.91 0.1474
H -0.45 -4.14 3.47 0.1124
H -3.89 -0.74 3.68 0.1079
H -2.89 -0.36 1.47 0.0890
H 6.33 0.77 0.09 0.1018
H 2.53 -2.42 1.97 0.0868
H -0.41 0.04 6.80 0.1199
H -1.34 -3.19 -4.13 0.0848
H -2.91 4.87 -1.53 0.1331
H 6.01 1.58 1.65 0.1009
H 0.42 -5.36 2.51 0.1062
H -1.40 -3.67 0.05 0.1396
H 0.76 3.23 2.60 0.1394
H 1.65 -1.56 -5.32 0.1033
H -2.11 0.27 -2.74 0.0987
H 1.72 0.76 2.38 0.0695
H 5.46 3.85 0.43 0.1003
H 0.66 -0.09 -5.20 0.1085
H -1.88 -2.44 1.23 0.1296
```

Values from the calculation:
HOMO energy (alpha / beta)   -12.36 / -12.36 eV
Charge   +2
Multiplicity   4
Lowest unoccupied orbital energy (alpha / beta)   -5.4 / -5.4 eV